This record from the Open Molecules 2025 dataset describes a cluster of 3 separate species, C18H37BCl3O in total at a distorted geometry. The level of theory is ωB97M-V with the def2-TZVPD basis set.

ORCA input file:
```
! wB97M-V def2-TZVPD RIJCOSX def2/J DEFGRID3
* xyz -1 1
C -4.5658 -3.5730 -0.2196
C -3.1316 -3.3532 0.3311
B -2.6389 -1.8227 0.3134
O -2.5827 -1.1408 1.5563
C -2.2096 -1.1233 -0.9999
Cl -1.5712 0.5521 -0.6547
C -1.1255 -1.9902 -1.5336
Cl 0.4784 -1.8744 -0.7441
C -1.3526 -2.8338 -2.5223
C -2.6537 -2.9910 -3.2589
Cl -0.0331 -3.9102 -3.0750
H -5.3411 -3.3957 0.5357
H -4.8036 -2.9641 -1.0970
H -4.6437 -4.6281 -0.5256
H -2.4064 -3.9880 -0.1957
H -3.1513 -3.6916 1.3833
H -2.1606 -1.7546 2.1746
H -3.4659 -2.6269 -2.6330
H -2.6511 -2.3663 -4.1645
H -2.8621 -4.0354 -3.5134
C 1.7920 -2.0134 2.2351
C 3.2916 -2.1292 1.9842
C 3.8619 -3.5009 2.3427
C 3.7406 -3.8884 3.8179
C 4.3913 -2.9131 4.7985
C 5.9001 -2.7880 4.6118
H 1.5482 -2.1435 3.2930
H 1.4309 -1.0304 1.9329
H 1.2455 -2.7613 1.6623
H 3.8184 -1.3415 2.5323
H 3.4817 -1.9430 0.9236
H 4.9142 -3.5359 2.0422
H 3.3546 -4.2631 1.7430
H 4.1867 -4.8798 3.9539
H 2.6845 -3.9968 4.0801
H 4.1947 -3.2646 5.8160
H 3.9279 -1.9266 4.7193
H 6.3896 -3.7575 4.7318
H 6.3206 -2.1052 5.3533
H 6.1530 -2.3961 3.6254
C -1.7093 3.2661 -3.2015
C -0.9057 3.9574 -2.1066
C -1.6822 5.0638 -1.3944
C -2.1091 6.2346 -2.2831
C -0.9669 6.9476 -3.0065
C 0.0332 7.5996 -2.0571
H -1.9889 3.9616 -3.9981
H -1.1215 2.4662 -3.6529
H -2.6196 2.8245 -2.7933
H 0.0251 4.3528 -2.5270
H -0.6134 3.2089 -1.3669
H -1.0782 5.4394 -0.5624
H -2.5787 4.6304 -0.9405
H -2.6467 6.9619 -1.6645
H -2.8300 5.8832 -3.0270
H -1.3959 7.7246 -3.6472
H -0.4450 6.2547 -3.6712
H -0.4607 8.3305 -1.4123
H 0.8107 8.1200 -2.6209
H 0.5269 6.8616 -1.4233
*
```

For the lowest unoccupied orbital energy, the calculation gives 2.823 eV. For the gap between HOMO and LUMO, the calculation gives 6.078 eV.

---

This record from the Open Molecules 2025 dataset describes an isolated molecule of C5H7NO at a distorted geometry. The level of theory is ωB97M-V with the def2-TZVPD basis set.

ORCA input file:
```
! wB97M-V def2-TZVPD RIJCOSX def2/J DEFGRID3
* xyz 0 1
O 1.7916 -0.7889 -1.8296
C 0.9071 -0.5480 -1.0497
C -0.3102 0.4314 -1.3250
C -0.6025 1.2263 -0.0735
C -0.3206 0.7440 1.1317
C 0.2045 -0.6444 1.3503
N 0.7801 -1.3020 0.1590
H -1.2814 0.0114 -1.6813
H 0.0083 1.0742 -2.1413
H -1.0470 2.2159 -0.1694
H -0.4648 1.3556 2.0185
H -0.6133 -1.2959 1.6837
H 0.9312 -0.6444 2.1724
H 0.0170 -1.8352 -0.2458
*
```

For the lowest unoccupied orbital energy, the calculation gives 0.719 eV. The SMILES is O=C1CC=CCN1. For the gap between HOMO and LUMO, the calculation gives 10.328 eV. For the energy above the lowest of the compared OMol25 structures with the same formula, charge and spin, the calculation gives 135.8 kJ/mol.

---

This record from the Open Molecules 2025 dataset describes an isolated molecule of C5H10O. The level of theory is ωB97M-V with the def2-TZVPD basis set.

ORCA input file:
```
! wB97M-V def2-TZVPD RIJCOSX def2/J DEFGRID3
* xyz 0 1
C -2.3829 0.3466 -0.1644
C -1.0999 -0.4747 -0.0179
C 0.1422 0.4119 0.1373
C 1.3986 -0.4476 0.3019
C 3.1628 -0.1530 0.0474
O 2.4875 0.8501 0.5318
H -3.2600 -0.3007 -0.2774
H -2.5478 0.9824 0.7138
H -2.3349 1.0008 -1.0434
H -1.1885 -1.1413 0.8519
H -0.9802 -1.1274 -0.8949
H 0.2525 1.0570 -0.7431
H 0.0328 1.0658 1.0096
H 1.4754 -1.0674 -0.6157
H 1.4113 -1.0618 1.2006
H 3.4311 0.0593 -1.0375
*
```

For the lowest unoccupied orbital energy, the calculation gives 0.747 eV. For the gap between HOMO and LUMO, the calculation gives 8.418 eV. For the energy above the lowest of the compared OMol25 structures with the same formula, charge and spin, the calculation gives 509.1 kJ/mol.

---

This record from the Open Molecules 2025 dataset describes a cluster of 4 separate species, C11H25NO6S2 in total at a distorted geometry. The level of theory is ωB97M-V with the def2-TZVPD basis set.

ORCA input file:
```
! wB97M-V def2-TZVPD RIJCOSX def2/J DEFGRID3
* xyz 0 1
C 2.9401 -2.6074 -2.0410
C 2.3121 -2.2814 -3.4530
O 2.5151 -3.0584 -4.3170
N 1.3841 -1.0424 -3.4920
H 0.7791 -0.7974 -2.6050
H 1.8381 -0.2364 -3.2220
C 0.6251 -0.8944 -4.7350
H 2.1441 -2.2324 -1.3860
H 3.9631 -2.3094 -1.9440
H 3.2521 -3.7314 -2.0700
H 0.3961 0.0476 -5.1100
H -0.3549 -1.4874 -4.7150
H 1.2561 -1.0014 -5.5630
O -0.0039 -0.6264 -1.3540
H -0.4349 -0.5944 -0.5520
C -2.8819 -0.5004 2.3390
C -2.4649 0.1246 3.5800
C -3.4919 -0.2364 4.5930
S -4.9009 -0.8644 3.7670
O -5.7039 0.2436 3.2410
O -5.5229 -2.0104 4.4400
C -3.9139 -1.4714 2.5250
H -1.9689 -0.6694 1.7790
H -3.1579 0.3346 1.5990
H -2.5339 1.1396 3.4670
H -1.4079 0.1556 3.8750
H -3.4699 0.3656 5.5180
H -3.3289 -1.0724 5.1870
H -4.7369 -1.8604 1.6830
H -3.6139 -2.3844 2.9120
C 1.0951 2.6866 0.2870
C 1.9891 1.6216 0.8270
C 3.1531 1.5296 0.1320
S 2.8211 2.0736 -1.4870
O 2.8881 0.8436 -2.2020
O 3.6241 3.2316 -1.8500
C 1.2191 2.6336 -1.2490
H 1.5901 3.6436 0.5670
H 0.0841 2.6006 0.8260
H 1.5561 0.4526 0.8730
H 1.7751 1.8346 1.8960
H 3.5651 0.7546 0.2770
H 3.8581 2.1916 0.4190
H 0.4201 1.8976 -1.5960
H 0.8471 3.5626 -1.6680
*
```

For the lowest unoccupied orbital energy, the calculation gives 0.329 eV. For the gap between HOMO and LUMO, the calculation gives 8.801 eV. For the energy above the lowest of the compared OMol25 structures with the same formula, charge and spin, the calculation gives 180.0 kJ/mol.